Version P
2 unconnected molecules or ions with the total composition C4H12. Source: the OMol25 dataset; level of theory: ωB97M-V/def2-TZVPD.

Geometry (Å):
C  0.92  -1.06  1.13
C  1.86  -2.25  1.25
H  -0.13  -1.33  1.25
H  1.05  -0.35  1.95
H  0.94  -0.52  0.22
H  1.44  -3.04  1.87
H  2.03  -2.70  0.27
H  2.85  -1.94  1.60
C  -1.33  0.90  -1.13
C  -1.44  2.42  -1.26
H  -1.94  0.55  -0.31
H  -1.51  0.35  -2.05
H  -0.33  0.62  -0.90
H  -2.18  2.71  -1.99
H  -0.50  2.82  -1.63
H  -1.67  2.85  -0.30

SMILES: CC.CC
HOMO (Eh): -0.4261
Spin multiplicity: 1
Kohn-Sham gap (eV): 12.8

Results of the natural (NBO) charge analysis, in e, for atoms 1 through 8: -0.6106, -0.6115, 0.2025, 0.2018, 0.2022, 0.2073, 0.2029, 0.2051

=====

Version Q
2 unconnected molecules or ions with the total composition C4H12. Source: the OMol25 dataset; level of theory: ωB97M-V/def2-TZVPD.

Geometry (Å):
C  -0.82  -1.46  -0.33
C  -2.21  -2.00  -0.29
H  -0.39  -0.94  0.54
H  -0.14  -2.12  -0.71
H  -0.75  -0.71  -1.08
H  -2.23  -2.52  0.60
H  -3.07  -1.33  -0.28
H  -2.26  -2.78  -1.03
C  1.62  2.26  0.88
C  1.47  1.24  -0.23
H  0.52  2.34  1.18
H  2.09  1.88  1.78
H  1.99  3.22  0.55
H  1.74  1.55  -1.18
H  0.38  1.00  -0.49
H  2.05  0.35  0.08

SMILES: CC.CC
HOMO (Eh): -0.4054
Spin multiplicity: 1
Kohn-Sham gap (eV): 12.2

Results of the natural (NBO) charge analysis, in e, for atoms 1 through 8: -0.6035, -0.6115, 0.2030, 0.2053, 0.1944, 0.2009, 0.2069, 0.2056

=====

Version R
2 unconnected molecules or ions with the total composition C4H12. Source: the OMol25 dataset; level of theory: ωB97M-V/def2-TZVPD.

Geometry (Å):
C  -2.03  -0.42  -0.81
C  -1.13  -1.60  -0.68
H  -1.39  0.35  -1.35
H  -3.07  -0.54  -1.18
H  -2.35  0.06  0.16
H  -0.10  -1.51  -0.38
H  -0.91  -2.01  -1.68
H  -1.66  -2.21  0.01
C  1.28  0.41  0.43
C  1.98  1.54  1.05
H  1.53  -0.25  -0.46
H  0.98  -0.38  1.11
H  0.19  0.92  0.22
H  2.06  2.48  0.46
H  3.05  1.30  1.05
H  1.57  1.88  2.05

SMILES: CC.CC
HOMO (Eh): -0.3956
Spin multiplicity: 1
Kohn-Sham gap (eV): 11.8

Results of the natural (NBO) charge analysis, in e, for atoms 1 through 8: -0.6202, -0.6192, 0.2048, 0.2170, 0.1998, 0.2101, 0.2042, 0.2053

=====

Version S
2 unconnected molecules or ions with the total composition C4H12. Source: the OMol25 dataset; level of theory: ωB97M-V/def2-TZVPD.

Geometry (Å):
C  -2.84  -0.24  0.25
C  -1.54  -0.04  1.00
H  -2.67  -0.14  -0.82
H  -3.30  -1.20  0.46
H  -3.58  0.48  0.56
H  -0.74  -0.71  0.69
H  -1.60  -0.21  2.07
H  -1.18  0.97  0.86
C  2.11  0.62  -1.24
C  2.26  -0.32  -0.05
H  1.12  1.06  -1.21
H  2.88  1.38  -1.26
H  2.15  0.08  -2.18
H  1.52  -1.11  0.00
H  3.21  -0.87  -0.02
H  2.20  0.25  0.87

SMILES: CC.CC
HOMO (Eh): -0.4319
Spin multiplicity: 1
Kohn-Sham gap (eV): 12.9

Results of the natural (NBO) charge analysis, in e, for atoms 1 through 8: -0.6047, -0.6054, 0.2030, 0.2017, 0.2016, 0.2007, 0.2023, 0.2002

=====

Energies relative to the most stable structure are version P 4.5; version Q 24.2; version R 35.2; version S 0.0, reported in kcal/mol.

=====

Version P
2 unconnected molecules or ions with the total composition C4H12. Source: the OMol25 dataset; level of theory: ωB97M-V/def2-TZVPD.

Geometry (Å):
C  1.82  0.25  1.36
C  1.23  -1.06  1.90
H  1.83  0.98  2.19
H  2.94  0.25  1.06
H  1.21  0.65  0.55
H  1.96  -1.94  1.77
H  0.87  -0.86  2.97
H  0.44  -1.48  1.25
C  -0.95  0.57  -2.09
C  -2.17  0.24  -1.14
H  0.06  0.68  -1.55
H  -0.79  -0.04  -2.91
H  -1.31  1.67  -2.41
H  -2.31  -0.97  -1.21
H  -1.74  0.53  -0.19
H  -3.09  0.53  -1.55

SMILES: CC.CC
HOMO (Eh): -0.4042
Spin multiplicity: 1
Kohn-Sham gap (eV): 12.1

Results of the natural (NBO) charge analysis, in e, for atoms 1 through 8: -0.6223, -0.6327, 0.2051, 0.2082, 0.2045, 0.2123, 0.2150, 0.2101

=====

Version Q
2 unconnected molecules or ions with the total composition C4H12. Source: the OMol25 dataset; level of theory: ωB97M-V/def2-TZVPD.

Geometry (Å):
C  -0.64  2.42  0.51
C  0.20  1.72  1.61
H  -1.68  2.01  0.36
H  -0.91  3.55  0.70
H  0.01  2.55  -0.33
H  -0.04  0.66  1.64
H  0.16  2.36  2.48
H  1.16  1.86  1.45
C  -0.38  -2.63  -0.93
C  0.81  -1.55  -1.16
H  0.11  -3.51  -0.91
H  -1.06  -2.53  -0.12
H  -1.16  -2.82  -1.61
H  0.61  -0.90  -2.01
H  1.73  -2.21  -1.44
H  1.06  -0.98  -0.25

SMILES: CC.CC
HOMO (Eh): -0.4128
Spin multiplicity: 1
Kohn-Sham gap (eV): 12.3

Results of the natural (NBO) charge analysis, in e, for atoms 1 through 8: -0.6207, -0.6189, 0.2136, 0.1960, 0.2081, 0.2115, 0.2118, 0.1987

=====

Energies relative to the most stable structure are version P 0.0; version Q 4.3, reported in kcal/mol.

=====

Version P
2 unconnected molecules or ions with the total composition C4H12. Source: the OMol25 dataset; level of theory: ωB97M-V/def2-TZVPD.

Geometry (Å):
C  1.75  0.27  0.13
C  2.44  1.62  -0.01
H  2.49  -0.51  0.26
H  1.07  0.25  0.99
H  1.17  0.01  -0.75
H  1.76  2.44  -0.26
H  3.19  1.58  -0.79
H  2.94  1.89  0.92
C  -1.63  -1.54  -0.11
C  -2.55  -0.33  -0.02
H  -0.98  -1.52  -0.99
H  -0.98  -1.65  0.76
H  -2.22  -2.46  -0.17
H  -3.34  -0.52  0.71
H  -3.05  -0.12  -0.96
H  -2.06  0.59  0.31

SMILES: CC.CC
HOMO (Eh): -0.4336
Spin multiplicity: 1
Kohn-Sham gap (eV): 12.9

Results of the natural (NBO) charge analysis, in e, for atoms 1 through 8: -0.6044, -0.6044, 0.2023, 0.2010, 0.2013, 0.2017, 0.2011, 0.2010

=====

Version Q
2 unconnected molecules or ions with the total composition C4H12. Source: the OMol25 dataset; level of theory: ωB97M-V/def2-TZVPD.

Geometry (Å):
C  -1.01  -2.72  -0.01
C  -0.42  -1.37  -0.42
H  -0.67  -3.06  0.97
H  -2.09  -2.78  -0.05
H  -0.59  -3.43  -0.73
H  0.28  -0.89  0.26
H  0.09  -1.39  -1.39
H  -1.18  -0.62  -0.46
C  0.50  2.04  0.98
C  0.89  1.96  -0.50
H  1.37  2.33  1.57
H  -0.20  2.86  1.10
H  -0.03  1.14  1.29
H  1.28  2.91  -0.88
H  0.02  1.72  -1.10
H  1.76  1.32  -0.64

SMILES: CC.CC
HOMO (Eh): -0.4277
Spin multiplicity: 1
Kohn-Sham gap (eV): 12.8

Results of the natural (NBO) charge analysis, in e, for atoms 1 through 8: -0.6175, -0.6186, 0.2069, 0.2080, 0.2056, 0.2071, 0.2059, 0.2022

=====

Energies relative to the most stable structure are version P 0.0; version Q 7.3, reported in kcal/mol.

=====

Version P
2 unconnected molecules or ions with the total composition C4H12. Source: the OMol25 dataset; level of theory: ωB97M-V/def2-TZVPD.

Geometry (Å):
C  1.65  0.26  -2.24
C  1.91  0.39  -0.65
H  1.85  1.28  -2.67
H  2.42  -0.46  -2.41
H  0.56  -0.09  -2.56
H  2.98  0.62  -0.59
H  1.22  1.25  -0.48
H  1.66  -0.57  -0.19
C  -1.50  -0.46  2.16
C  -2.19  -0.20  0.81
H  -0.74  0.32  2.39
H  -1.93  -0.60  3.07
H  -0.71  -1.38  1.90
H  -2.50  0.91  0.65
H  -3.06  -0.93  0.80
H  -1.61  -0.36  0.02

SMILES: CC.CC
HOMO (Eh): -0.4078
Spin multiplicity: 1
Kohn-Sham gap (eV): 12.1

Results of the natural (NBO) charge analysis, in e, for atoms 1 through 8: -0.6075, -0.6137, 0.2005, 0.2009, 0.2021, 0.2049, 0.2073, 0.2056

=====

Version Q
2 unconnected molecules or ions with the total composition C4H12. Source: the OMol25 dataset; level of theory: ωB97M-V/def2-TZVPD.

Geometry (Å):
C  0.14  3.08  0.39
C  -0.44  1.64  0.37
H  -0.43  3.68  -0.31
H  0.01  3.51  1.39
H  1.15  3.06  0.01
H  0.20  0.94  0.88
H  -0.63  1.36  -0.66
H  -1.45  1.63  0.79
C  -0.37  -1.88  -0.63
C  0.68  -2.87  -0.16
H  0.06  -0.98  -1.07
H  -0.92  -2.32  -1.47
H  -1.06  -1.59  0.16
H  1.33  -2.46  0.62
H  0.21  -3.73  0.31
H  1.36  -3.21  -0.94

SMILES: CC.CC
HOMO (Eh): -0.4267
Spin multiplicity: 1
Kohn-Sham gap (eV): 12.7

Results of the natural (NBO) charge analysis, in e, for atoms 1 through 8: -0.6050, -0.6044, 0.1995, 0.2036, 0.2026, 0.2033, 0.2004, 0.2001

=====

Version R
2 unconnected molecules or ions with the total composition C4H12. Source: the OMol25 dataset; level of theory: ωB97M-V/def2-TZVPD.

Geometry (Å):
C  -0.18  1.92  1.53
C  -0.08  0.93  2.71
H  0.50  2.77  1.57
H  0.11  1.47  0.58
H  -1.22  2.23  1.52
H  -0.84  1.12  3.46
H  -0.24  -0.09  2.35
H  0.88  0.98  3.21
C  0.64  -0.90  -2.29
C  -0.41  -1.94  -1.98
H  0.22  0.06  -2.60
H  1.29  -0.71  -1.44
H  1.30  -1.12  -3.13
H  -0.80  -1.76  -0.97
H  0.07  -2.92  -1.84
H  -1.23  -2.04  -2.69

SMILES: CC.CC
HOMO (Eh): -0.4264
Spin multiplicity: 1
Kohn-Sham gap (eV): 12.7

Results of the natural (NBO) charge analysis, in e, for atoms 1 through 8: -0.6142, -0.6089, 0.2054, 0.2035, 0.2052, 0.2022, 0.2037, 0.2031

=====

Version S
2 unconnected molecules or ions with the total composition C4H12. Source: the OMol25 dataset; level of theory: ωB97M-V/def2-TZVPD.

Geometry (Å):
C  1.94  0.50  2.16
C  1.07  0.30  0.97
H  2.41  1.57  2.13
H  1.42  0.48  3.07
H  2.59  -0.29  2.10
H  1.31  0.96  0.17
H  -0.04  0.41  1.07
H  0.98  -0.73  0.68
C  -1.71  -0.45  -0.89
C  -1.16  -0.42  -2.23
H  -0.93  -1.02  -0.21
H  -1.89  0.66  -0.42
H  -2.60  -0.96  -0.68
H  -1.99  -0.23  -2.92
H  -0.65  -1.37  -2.63
H  -0.74  0.57  -2.39

SMILES: CC.CC
HOMO (Eh): -0.3993
Spin multiplicity: 1
Kohn-Sham gap (eV): 12.0

Results of the natural (NBO) charge analysis, in e, for atoms 1 through 8: -0.6038, -0.6194, 0.1973, 0.2043, 0.2058, 0.2075, 0.2080, 0.1994

=====

Energies relative to the most stable structure are version P 37.9; version Q 0.0; version R 2.3; version S 35.4, reported in kcal/mol.

=====

Version P
2 unconnected molecules or ions with the total composition C4H12. Source: the OMol25 dataset; level of theory: ωB97M-V/def2-TZVPD.

Geometry (Å):
C  1.41  -0.36  1.84
C  2.58  0.36  1.17
H  0.47  0.11  1.55
H  1.45  -1.43  1.63
H  1.43  -0.29  2.93
H  2.53  0.14  0.09
H  2.53  1.42  1.37
H  3.54  -0.09  1.45
C  -1.95  -0.14  -2.23
C  -2.06  0.17  -0.75
H  -0.92  -0.22  -2.58
H  -2.36  -1.10  -2.52
H  -2.45  0.62  -2.84
H  -2.95  0.77  -0.55
H  -1.20  0.76  -0.41
H  -2.06  -0.73  -0.15

SMILES: CC.CC
HOMO (Eh): -0.4282
Spin multiplicity: 1
Kohn-Sham gap (eV): 12.8

Results of the natural (NBO) charge analysis, in e, for atoms 1 through 8: -0.6035, -0.6049, 0.2018, 0.2019, 0.1986, 0.1998, 0.2042, 0.2021

=====

Version Q
2 unconnected molecules or ions with the total composition C4H12. Source: the OMol25 dataset; level of theory: ωB97M-V/def2-TZVPD.

Geometry (Å):
C  -2.22  1.47  0.49
C  -1.12  1.49  -0.56
H  -3.24  1.29  0.07
H  -2.19  0.64  1.27
H  -2.49  2.40  0.90
H  -0.21  1.97  -0.11
H  -1.45  1.89  -1.45
H  -0.58  0.47  -0.76
C  1.28  -1.89  0.41
C  2.15  -0.98  -0.35
H  1.43  -1.71  1.56
H  0.30  -1.94  0.42
H  1.56  -2.92  0.03
H  2.42  -0.07  0.12
H  3.00  -1.45  -0.93
H  1.38  -0.67  -1.10

SMILES: CC.CC
HOMO (Eh): -0.3923
Spin multiplicity: 1
Kohn-Sham gap (eV): 11.8

Results of the natural (NBO) charge analysis, in e, for atoms 1 through 8: -0.6253, -0.6107, 0.2000, 0.2103, 0.2093, 0.2057, 0.2077, 0.2023

=====

Version R
2 unconnected molecules or ions with the total composition C4H12. Source: the OMol25 dataset; level of theory: ωB97M-V/def2-TZVPD.

Geometry (Å):
C  -1.77  1.01  1.00
C  -0.32  1.26  1.48
H  -2.37  1.91  1.01
H  -1.65  0.67  -0.02
H  -2.22  0.29  1.68
H  0.39  1.15  0.71
H  -0.27  0.61  2.37
H  -0.16  2.25  1.96
C  0.33  -0.88  -1.47
C  1.77  -1.36  -1.11
H  -0.04  -1.61  -2.16
H  -0.40  -1.06  -0.59
H  0.19  0.16  -1.78
H  1.83  -1.72  -0.06
H  2.55  -0.60  -1.22
H  2.15  -2.09  -1.81

SMILES: CC.CC
HOMO (Eh): -0.4223
Spin multiplicity: 1
Kohn-Sham gap (eV): 12.7

Results of the natural (NBO) charge analysis, in e, for atoms 1 through 8: -0.6140, -0.6194, 0.2045, 0.2076, 0.2029, 0.2086, 0.2082, 0.2017

=====

Version S
2 unconnected molecules or ions with the total composition C4H12. Source: the OMol25 dataset; level of theory: ωB97M-V/def2-TZVPD.

Geometry (Å):
C  1.24  2.15  -0.07
C  0.38  1.59  -1.24
H  0.73  2.63  0.75
H  1.95  1.43  0.34
H  1.89  2.90  -0.53
H  0.66  2.04  -2.19
H  -0.62  1.97  -1.04
H  0.45  0.51  -1.29
C  -0.27  -1.56  0.26
C  -1.41  -2.26  1.02
H  0.65  -2.10  0.48
H  -0.40  -1.51  -0.79
H  -0.18  -0.55  0.62
H  -2.38  -1.99  0.61
H  -1.40  -1.91  2.05
H  -1.30  -3.34  1.02

SMILES: CC.CC
HOMO (Eh): -0.4254
Spin multiplicity: 1
Kohn-Sham gap (eV): 12.7

Results of the natural (NBO) charge analysis, in e, for atoms 1 through 8: -0.6195, -0.6159, 0.2057, 0.2040, 0.2039, 0.2042, 0.2064, 0.2105

=====

Energies relative to the most stable structure are version P 0.0; version Q 38.7; version R 13.5; version S 4.0, reported in kcal/mol.